Entry 1:
The following is a DFT calculation (the ωB97M-V functional and the def2-TZVPD basis) of a cluster of 15 separate species, H30O15 in total.

## Properties
Total energy = -31199.183 eV
ΔE to the lowest compared entry with this formula, charge and spin = 239.5 kJ/mol
Kohn-Sham gap = 0.374 Eh
HOMO energy = -0.3935 Eh
LUMO level = -0.5 eV

Last columns: bonded neighbours and bond lengths (Å).
Cartesian coordinates (Å):
1 O 2.27 -1.37 -1.92  H2 0.979, H3 0.966
2 H 1.54 -1.58 -1.31  O1 0.979
3 H 2.53 -2.14 -2.45  O1 0.966
4 O 0.83 1.66 -3.39  H5 0.964, H6 0.967
5 H 0.64 1.33 -2.50  O4 0.964
6 H 0.10 2.27 -3.58  O4 0.967
7 O 2.69 -0.36 1.15  H8 0.985, H9 0.964
8 H 2.98 -1.23 1.51  O7 0.985
9 H 3.44 -0.04 0.63  O7 0.964
10 O -0.55 0.03 0.07  H11 0.952, H12 0.957
11 H -0.17 -0.71 0.53  O10 0.952
12 H 0.03 0.78 0.23  O10 0.957
13 O 0.57 -2.94 -0.36  H14 0.954, H15 0.936
14 H -0.26 -2.95 -0.84  O13 0.954
15 H 1.08 -3.66 -0.66  O13 0.936
16 O -0.11 -4.04 2.26  H17 0.946, H18 0.964
17 H -0.95 -3.66 2.50  O16 0.946
18 H 0.24 -3.39 1.64  O16 0.964
19 O 1.80 1.36 -0.81  H20 0.991, H21 0.971
20 H 2.58 1.95 -0.64  O19 0.991
21 H 2.00 0.41 -0.73  O19 0.971
22 O 1.12 2.48 1.97  H23 0.953, H24 0.922
23 H 1.96 2.26 2.37  O22 0.953
24 H 1.24 2.19 1.11  O22 0.922
25 O -1.58 2.78 -1.03  H26 0.936, H27 1.015
26 H -1.52 3.08 -1.92  O25 0.936
27 H -2.53 3.03 -0.79  O25 1.015
28 O -4.10 -0.24 -1.13  H29 0.974, H30 0.962
29 H -4.13 -1.10 -1.58  O28 0.974
30 H -3.34 -0.20 -0.55  O28 0.962
31 O -2.57 0.95 1.57  H32 0.948, H33 0.987
32 H -1.85 0.68 1.01  O31 0.948
33 H -2.91 0.13 2.01  O31 0.987
34 O -0.84 -0.97 -2.62  H35 0.954, H36 0.930
35 H -0.74 -0.69 -1.71  O34 0.954
36 H -1.18 -0.29 -3.16  O34 0.930
37 O 0.91 4.11 -0.77  H38 0.978, H39 0.951
38 H 1.43 3.70 -1.49  O37 0.978
39 H 0.12 3.59 -0.72  O37 0.951
40 O 0.54 -1.17 2.23  H41 0.950, H42 0.958
41 H 1.35 -0.78 1.92  O40 0.950
42 H 0.84 -1.62 3.02  O40 0.958
43 O -1.84 -1.26 3.36  H44 0.989, H45 0.973
44 H -2.51 -1.57 2.70  O43 0.989
45 H -1.15 -0.82 2.85  O43 0.973


Entry 2:
The following is a DFT calculation (the ωB97M-V functional and the def2-TZVPD basis) of a cluster of 15 separate species, H30O15 in total.

## Properties
Total energy = -31198.333 eV
ΔE to the lowest compared entry with this formula, charge and spin = 321.6 kJ/mol
Kohn-Sham gap = 0.404 Eh
HOMO energy = -0.4053 Eh
LUMO level = 0.0 eV

Last columns: bonded neighbours and bond lengths (Å).
Cartesian coordinates (Å):
1 O -0.91 1.98 4.40  H2 0.958, H3 0.995
2 H -1.37 2.74 4.04  O1 0.958
3 H 0.06 2.14 4.27  O1 0.995
4 O 2.44 0.08 -3.16  H5 0.962, H6 1.000
5 H 1.84 0.80 -2.95  O4 0.962
6 H 1.85 -0.43 -3.79  O4 1.000
7 O -2.16 -3.64 -0.32  H8 0.926, H9 0.969
8 H -2.55 -4.47 -0.44  O7 0.926
9 H -2.81 -2.95 -0.11  O7 0.969
10 O 0.98 3.15 1.39  H11 0.984, H12 0.966
11 H 1.50 3.21 2.22  O10 0.984
12 H 1.75 2.89 0.86  O10 0.966
13 O -0.09 -2.28 1.30  H14 0.927, H15 0.964
14 H 0.02 -1.56 1.86  O13 0.927
15 H -0.77 -2.92 1.56  O13 0.964
16 O -0.91 0.29 2.24  H17 0.931, H18 0.968
17 H -1.80 0.05 2.15  O16 0.931
18 H -0.68 1.00 2.86  O16 0.968
19 O 0.16 -1.19 -3.81  H20 0.963, H21 0.978
20 H -0.18 -1.24 -2.91  O19 0.963
21 H -0.57 -1.39 -4.43  O19 0.978
22 O 1.91 -1.20 -1.04  H23 0.976, H24 0.970
23 H 2.87 -1.39 -1.02  O22 0.976
24 H 1.72 -1.35 -1.99  O22 0.970
25 O -2.11 2.49 -1.97  H26 0.926, H27 0.937
26 H -1.81 2.03 -1.22  O25 0.926
27 H -2.91 2.23 -2.39  O25 0.937
28 O -3.44 -1.23 -1.89  H29 0.978, H30 0.963
29 H -3.28 -2.20 -1.95  O28 0.978
30 H -2.60 -0.82 -1.66  O28 0.963
31 O 2.63 1.19 -0.75  H32 1.073, H33 0.958
32 H 2.46 0.13 -0.81  O31 1.073
33 H 2.84 1.40 -1.66  O31 0.958
34 O -1.24 -2.72 3.91  H35 1.010, H36 0.955
35 H -1.31 -1.72 3.76  O34 1.010
36 H -0.44 -2.90 3.43  O34 0.955
37 O -0.68 -0.72 -0.90  H38 0.979, H39 0.998
38 H -0.25 -1.19 -0.14  O37 0.979
39 H 0.13 -0.27 -1.26  O37 0.998
40 O 1.89 3.35 -2.29  H41 0.949, H42 0.978
41 H 1.87 2.65 -1.65  O40 0.949
42 H 1.11 3.10 -2.83  O40 0.978
43 O 1.60 1.23 3.18  H44 0.957, H45 0.965
44 H 2.32 0.61 3.34  O43 0.957
45 H 0.88 1.05 2.57  O43 0.965


Entry 3:
The following is a DFT calculation (the ωB97M-V functional and the def2-TZVPD basis) of a cluster of 15 separate species, H30O15 in total.

## Properties
Total energy = -31200.404 eV
ΔE to the lowest compared entry with this formula, charge and spin = 121.7 kJ/mol
Kohn-Sham gap = 0.339 Eh
HOMO energy = -0.3621 Eh
LUMO level = -0.6 eV

Last columns: bonded neighbours and bond lengths (Å).
Cartesian coordinates (Å):
1 O -12.52 -11.58 6.54  H2 0.911, H3 0.985
2 H -11.91 -12.25 6.37  O1 0.911
3 H -12.47 -11.04 5.72  O1 0.985
4 O -15.78 -9.72 4.58  H5 0.971, H6 0.945
5 H -16.25 -9.59 5.42  O4 0.971
6 H -16.26 -9.33 3.87  O4 0.945
7 O -17.02 -11.37 10.29  H8 0.963, H9 1.000
8 H -16.31 -10.98 9.78  O7 0.963
9 H -16.53 -12.13 10.72  O7 1.000
10 O -15.73 -13.68 10.54  H11 0.925, H12 0.950
11 H -15.32 -14.21 11.18  O10 0.925
12 H -14.95 -13.47 10.04  O10 0.950
13 O -14.08 -13.41 4.32  H14 0.936, H15 0.945
14 H -14.17 -14.26 3.95  O13 0.936
15 H -13.22 -13.22 3.97  O13 0.945
16 O -18.50 -11.54 8.08  H17 0.985, H18 0.951
17 H -18.08 -11.27 8.93  O16 0.985
18 H -18.00 -12.35 8.11  O16 0.951
19 O -13.10 -9.96 4.50  H20 0.935, H21 0.969
20 H -12.72 -9.12 4.34  O19 0.935
21 H -14.00 -9.95 4.16  O19 0.969
22 O -17.06 -9.27 6.85  H23 0.961, H24 0.964
23 H -17.46 -10.14 6.98  O22 0.961
24 H -17.78 -8.68 6.58  O22 0.964
25 O -16.96 -13.93 8.02  H26 1.018, H27 0.976
26 H -16.31 -13.30 7.57  O25 1.018
27 H -16.70 -14.08 8.95  O25 0.976
28 O -16.48 -12.53 3.61  H29 0.939, H30 0.939
29 H -15.58 -12.74 3.77  O28 0.939
30 H -16.65 -12.07 4.41  O28 0.939
31 O -15.32 -12.10 6.90  H32 0.962, H33 0.962
32 H -14.83 -12.10 7.73  O31 0.962
33 H -14.66 -11.99 6.22  O31 0.962
34 O -13.74 -12.78 9.00  H35 0.979, H36 0.960
35 H -13.15 -12.05 9.27  O34 0.979
36 H -13.25 -13.47 8.54  O34 0.960
37 O -14.16 -9.27 7.29  H38 0.941, H39 0.958
38 H -13.86 -10.11 6.97  O37 0.941
39 H -15.10 -9.16 7.12  O37 0.958
40 O -13.40 -14.70 7.03  H41 0.993, H42 0.992
41 H -12.78 -14.29 6.37  O40 0.993
42 H -12.96 -15.57 7.20  O40 0.992
43 O -15.07 -9.68 9.70  H44 0.940, H45 0.991
44 H -14.52 -9.96 10.42  O43 0.940
45 H -14.54 -9.72 8.87  O43 0.991


Entry 4:
The following is a DFT calculation (the ωB97M-V functional and the def2-TZVPD basis) of a cluster of 15 separate species, H30O15 in total.

## Properties
Total energy = -31196.703 eV
ΔE to the lowest compared entry with this formula, charge and spin = 478.8 kJ/mol
Kohn-Sham gap = 0.362 Eh
HOMO energy = -0.3822 Eh
LUMO level = -0.5 eV

Last columns: bonded neighbours and bond lengths (Å).
Cartesian coordinates (Å):
1 H -0.71 0.64 1.35  O31 0.964
2 H 0.62 0.06 0.88  O31 0.964
3 H -3.07 1.08 3.60  O32 0.964
4 H -3.57 1.41 2.21  O32 0.964
5 H -3.09 -0.08 -2.95  O33 0.964
6 H -3.76 0.52 -1.73  O33 0.964
7 H -2.31 -4.06 1.83  O34 0.964
8 H -2.99 -2.72 2.05  O34 0.964
9 H 2.86 -3.54 -1.60  O35 0.964
10 H 3.57 -3.55 -0.26  O35 0.964
11 H 2.09 -1.93 4.30  O36 0.964
12 H 1.31 -0.64 4.55  O36 0.964
13 H 0.83 4.50 0.95  O37 0.964
14 H 0.87 5.59 2.01  O37 0.964
15 H -1.77 -0.88 -0.83  O38 0.964
16 H -2.00 -2.11 -1.70  O38 0.964
17 H -1.00 -3.37 -2.20  O39 0.964
18 H 0.26 -2.93 -2.92  O39 0.964
19 H -4.01 2.19 -0.66  O40 0.964
20 H -5.52 2.14 -0.71  O40 0.964
21 H -2.34 1.16 -1.03  O41 0.964
22 H -1.05 1.94 -1.21  O41 0.964
23 H 3.06 0.04 -2.63  O42 0.964
24 H 2.37 1.17 -1.88  O42 0.964
25 H 5.64 2.12 -0.24  O43 0.964
26 H 4.13 2.09 -0.39  O43 0.964
27 H 0.74 -2.25 -0.60  O44 0.964
28 H 0.39 -1.77 0.80  O44 0.964
29 H 4.65 -0.39 -0.82  O45 0.964
30 H 3.60 0.08 0.18  O45 0.964
31 O -0.05 -0.03 1.57  H1 0.964, H2 0.964
32 O -2.77 1.40 2.75  H3 0.964, H4 0.964
33 O -3.51 0.72 -2.64  H5 0.964, H6 0.964
34 O -2.13 -3.12 1.86  H7 0.964, H8 0.964
35 O 2.70 -3.43 -0.66  H9 0.964, H10 0.964
36 O 1.54 -1.49 4.96  H11 0.964, H12 0.964
37 O 1.34 5.27 1.23  H13 0.964, H14 0.964
38 O -2.47 -1.40 -1.25  H15 0.964, H16 0.964
39 O -0.47 -2.59 -2.40  H17 0.964, H18 0.964
40 O -4.79 2.50 -0.20  H19 0.964, H20 0.964
41 O -1.60 1.28 -1.64  H21 0.964, H22 0.964
42 O 2.72 0.94 -2.75  H23 0.964, H24 0.964
43 O 4.89 2.68 -0.47  H25 0.964, H26 0.964
44 O 0.69 -2.55 0.32  H27 0.964, H28 0.964
45 O 3.92 0.24 -0.72  H29 0.964, H30 0.964


For the records above, the corresponding max |F| values read 2.816; 3.503; 3.162; 2.366 eV Å⁻¹.